{"formula": "C28H55ClN2O4S", "method": "ωB97M-V/def2-TZVPD", "e_lumo_ev": -1.8, "species": ["C", "C", "C", "C", "C", "C", "C", "C", "C", "C", "C", "C", "C", "C", "C", "N", "C", "C", "C", "C", "C", "C", "S", "O", "O", "Cl", "C", "C", "C", "N", "C", "C", "C", "C", "O", "H", "H", "H", "H", "H", "H", "H", "H", "H", "H", "H", "H", "H", "H", "H", "H", "H", "H", "H", "H", "H", "H", "H", "H", "H", "H", "H", "H", "H", "H", "H", "H", "H", "H", "H", "H", "H", "H", "H", "H", "H", "H", "H", "H", "H", "H", "H", "H", "H", "H", "H", "H", "H", "H", "O", "H"], "coordinates": [[8.96, 2.12, 2.72], [8.39, 3.06, 1.62], [7.05, 2.54, 1.06], [7.13, 1.96, -0.36], [8.15, 0.82, -0.52], [7.71, -0.45, 0.27], [7.28, -1.63, -0.64], [5.79, -2.04, -0.43], [4.93, -1.32, -1.48], [3.45, -1.76, -1.44], [2.68, -0.97, -2.53], [1.18, -1.39, -2.53], [0.26, -0.12, -2.56], [-0.59, -0.08, -1.25], [-1.80, -1.07, -1.34], [-1.56, -2.03, -0.23], [-2.50, -2.05, 0.63], [-3.69, -1.18, 0.35], [-4.82, -2.24, 0.07], [-5.68, -2.61, 1.31], [-4.90, -2.65, 2.62], [-5.69, -3.22, 3.79], [-4.53, -3.24, 5.19], [-4.02, -1.92, 5.32], [-3.51, -4.17, 4.85], [-5.52, -3.79, 6.88], [-3.13, -0.44, -0.93], [-4.11, -0.09, -2.04], [-5.23, 0.85, -1.53], [-4.61, 2.06, -1.00], [-5.07, 3.31, -1.66], [-6.37, 3.91, -1.13], [-4.64, 2.11, 0.42], [-5.87, 1.76, 1.25], [-3.66, 2.44, 1.00], [9.45, 2.72, 3.49], [9.73, 1.45, 2.32], [8.19, 1.50, 3.17], [8.30, 4.04, 2.08], [9.11, 3.09, 0.80], [6.36, 3.39, 1.03], [6.58, 1.79, 1.71], [6.13, 1.58, -0.61], [7.34, 2.75, -1.09], [9.09, 1.18, -0.08], [8.36, 0.59, -1.56], [6.86, -0.16, 0.89], [8.52, -0.74, 0.95], [7.47, -1.44, -1.69], [7.86, -2.50, -0.32], [5.48, -1.69, 0.56], [5.64, -3.11, -0.58], [4.95, -0.23, -1.37], [5.30, -1.58, -2.48], [3.04, -1.50, -0.46], [3.33, -2.83, -1.65], [2.82, 0.09, -2.30], [3.10, -1.18, -3.52], [0.91, -2.00, -3.40], [1.01, -1.99, -1.63], [0.83, 0.81, -2.59], [-0.45, -0.17, -3.39], [-0.91, 0.93, -0.99], [0.07, -0.43, -0.45], [-1.80, -1.66, -2.25], [-0.75, -2.63, -0.07], [-2.33, -2.72, 1.47], [-3.96, -0.50, 1.15], [-5.47, -1.85, -0.71], [-4.35, -3.14, -0.34], [-6.54, -1.92, 1.33], [-6.06, -3.62, 1.11], [-4.04, -3.31, 2.46], [-4.51, -1.66, 2.86], [-5.90, -4.28, 3.58], [-6.61, -2.68, 4.02], [-2.83, 0.52, -0.50], [-3.56, 0.45, -2.82], [-4.55, -0.97, -2.51], [-5.89, 1.07, -2.37], [-5.81, 0.28, -0.79], [-4.28, 4.06, -1.62], [-5.23, 3.10, -2.72], [-7.26, 3.35, -1.43], [-6.37, 4.13, -0.06], [-6.45, 4.89, -1.65], [-5.84, 2.37, 2.15], [-5.76, 0.72, 1.59], [-6.81, 1.87, 0.71], [-6.27, 6.46, -2.97], [-6.68, 6.84, -2.19]], "lowdin_charge": [-0.106, -0.234, -0.221, -0.217, -0.192, -0.184, -0.193, -0.200, -0.222, -0.222, -0.200, -0.189, -0.169, -0.112, -0.178, 0.150, 0.035, -0.157, -0.121, -0.165, -0.256, -0.239, 0.298, -0.331, -0.337, 0.407, -0.217, -0.123, -0.172, -0.087, -0.187, -0.102, -0.513, 0.002, 0.116, 0.062, 0.061, 0.064, 0.096, 0.095, 0.105, 0.091, 0.092, 0.110, 0.087, 0.104, 0.087, 0.103, 0.099, 0.100, 0.105, 0.107, 0.102, 0.116, 0.113, 0.115, 0.105, 0.115, 0.108, 0.079, 0.106, 0.107, 0.126, 0.111, 0.163, 0.180, 0.158, 0.134, 0.104, 0.127, 0.120, 0.120, 0.098, 0.110, 0.111, 0.114, 0.120, 0.131, 0.118, 0.130, 0.105, 0.123, 0.120, 0.075, 0.069, 0.026, 0.093, 0.060, 0.079, -0.624, -0.202]}

{"formula": "C28H55N7O7S", "method": "ωB97M-V/def2-TZVPD", "e_lumo_ev": -0.9, "species": ["C", "C", "C", "C", "O", "C", "N", "C", "C", "O", "C", "C", "O", "C", "C", "N", "S", "N", "C", "H", "H", "H", "H", "H", "H", "H", "H", "H", "H", "H", "C", "C", "C", "O", "C", "N", "H", "H", "H", "H", "H", "H", "H", "H", "H", "H", "H", "C", "C", "C", "O", "C", "N", "H", "H", "H", "H", "H", "H", "H", "H", "H", "H", "H", "C", "C", "C", "O", "C", "N", "H", "H", "H", "H", "H", "H", "H", "H", "H", "H", "H", "C", "C", "C", "O", "C", "N", "H", "H", "H", "H", "H", "H", "H", "H", "H", "H", "H"], "coordinates": [[3.09, 1.39, -1.49], [2.18, 2.11, -2.21], [1.05, 1.27, -2.76], [-0.21, 1.30, -2.23], [-0.48, 2.13, -1.17], [-1.28, 0.46, -2.78], [-2.64, 0.45, -2.32], [-2.83, -0.43, -1.16], [-3.65, -1.70, -1.45], [-2.41, -0.20, -0.05], [-3.21, 1.78, -2.13], [-3.81, 2.39, -3.42], [-3.28, 2.37, -1.09], [-1.00, -0.36, -3.84], [0.30, -0.42, -4.43], [0.67, -1.20, -5.47], [2.21, -0.78, -5.69], [2.55, 0.33, -4.55], [1.36, 0.43, -3.90], [3.55, 1.76, -0.57], [3.28, 0.38, -1.88], [2.27, 3.18, -2.40], [-0.34, 1.67, -0.33], [-3.57, -2.43, -0.64], [-3.26, -2.08, -2.42], [-4.68, -1.39, -1.66], [-3.13, 2.26, -4.28], [-4.74, 1.86, -3.66], [-4.04, 3.45, -3.24], [-1.80, -0.99, -4.24], [4.25, -4.98, -1.32], [3.80, -3.88, -2.28], [4.27, -4.09, -3.73], [5.64, -3.78, -3.95], [6.55, -4.81, -3.59], [4.24, -2.58, -1.75], [5.30, -4.89, -1.05], [3.67, -4.92, -0.39], [4.08, -5.97, -1.75], [2.71, -3.89, -2.29], [3.71, -3.41, -4.36], [4.05, -5.11, -4.08], [6.13, -5.81, -3.78], [6.84, -4.72, -2.55], [7.44, -4.69, -4.20], [3.86, -1.85, -2.34], [5.24, -2.52, -1.90], [-3.55, 2.21, 1.94], [-3.35, 1.54, 3.30], [-4.66, 0.99, 3.90], [-5.51, 1.97, 4.46], [-6.33, 2.65, 3.53], [-2.70, 2.49, 4.21], [-4.00, 3.20, 2.02], [-2.59, 2.34, 1.44], [-4.17, 1.59, 1.29], [-2.68, 0.69, 3.15], [-4.39, 0.33, 4.73], [-5.20, 0.37, 3.18], [-6.65, 1.99, 2.72], [-5.82, 3.52, 3.13], [-7.22, 3.00, 4.06], [-2.48, 2.02, 5.08], [-3.39, 3.18, 4.47], [8.37, 2.76, -5.21], [8.48, 2.12, -3.83], [7.15, 1.58, -3.29], [6.27, 2.57, -2.80], [5.50, 3.23, -3.79], [9.09, 3.08, -2.91], [7.92, 3.75, -5.17], [9.36, 2.88, -5.65], [7.78, 2.14, -5.88], [9.16, 1.27, -3.92], [7.37, 0.94, -2.43], [6.64, 0.95, -4.03], [5.22, 2.56, -4.61], [6.05, 4.09, -4.17], [4.59, 3.59, -3.31], [9.26, 2.63, -2.02], [8.38, 3.78, -2.69], [-6.62, -1.21, 9.33], [-6.74, -0.49, 7.99], [-6.93, -1.43, 6.79], [-5.75, -2.10, 6.37], [-5.42, -3.26, 7.12], [-5.57, 0.38, 7.82], [-5.65, -1.68, 9.47], [-6.76, -0.50, 10.15], [-7.39, -1.98, 9.43], [-7.62, 0.15, 8.04], [-7.24, -0.83, 5.94], [-7.73, -2.16, 6.98], [-6.31, -3.80, 7.45], [-4.80, -2.99, 7.98], [-4.83, -3.91, 6.48], [-5.69, 0.93, 6.97], [-4.78, -0.22, 7.59]], "lowdin_charge": [0.046, -0.095, -0.106, -0.189, 0.060, -0.137, 0.034, -0.405, 0.020, 0.130, -0.412, 0.018, 0.120, 0.051, -0.350, -0.216, 0.984, -0.197, -0.312, 0.072, 0.052, 0.108, 0.129, 0.085, 0.077, 0.093, 0.083, 0.087, 0.085, 0.128, -0.072, -0.429, -0.208, -0.190, -0.106, 0.048, 0.064, 0.076, 0.078, 0.135, 0.099, 0.121, 0.091, 0.075, 0.087, 0.049, 0.071, -0.082, -0.421, -0.204, -0.205, -0.105, 0.041, 0.071, 0.065, 0.066, 0.136, 0.112, 0.121, 0.091, 0.076, 0.086, 0.069, 0.067, -0.074, -0.432, -0.209, -0.196, -0.105, 0.037, 0.063, 0.075, 0.078, 0.134, 0.120, 0.119, 0.090, 0.075, 0.070, 0.071, 0.068, -0.074, -0.430, -0.206, -0.197, -0.108, 0.048, 0.063, 0.075, 0.077, 0.135, 0.119, 0.118, 0.090, 0.075, 0.086, 0.057, 0.067]}

{"formula": "C28H55O2Si4Sr", "method": "ωB97M-V/def2-TZVPD", "charge": -1, "e_lumo_ev": 0.9, "de_lowest_kcal_mol": 36.4, "species": ["O", "C", "C", "H", "H", "C", "H", "H", "C", "H", "H", "H", "C", "H", "H", "H", "Sr", "C", "C", "C", "H", "C", "C", "H", "H", "H", "H", "C", "C", "C", "H", "C", "C", "H", "H", "H", "H", "O", "C", "C", "H", "H", "C", "H", "H", "C", "H", "H", "H", "H", "C", "Si", "C", "C", "Si", "Si", "C", "C", "C", "Si", "C", "C", "C", "H", "H", "H", "H", "H", "H", "H", "H", "H", "H", "H", "H", "H", "H", "H", "H", "H", "H", "H", "H", "H", "H", "H", "H", "H", "H", "H"], "coordinates": [[0.74, -5.72, -3.02], [1.30, -6.89, -2.27], [1.30, -7.85, -3.46], [0.66, -7.17, -1.43], [2.30, -6.68, -1.92], [0.59, -6.67, -4.14], [0.65, -8.73, -3.38], [2.31, -8.03, -3.84], [-0.83, -7.15, -4.37], [-1.16, -7.70, -3.48], [-0.84, -7.89, -5.19], [-1.50, -6.32, -4.63], [1.26, -6.19, -5.42], [2.33, -6.01, -5.25], [0.76, -5.27, -5.74], [1.16, -6.97, -6.20], [0.14, -1.52, -2.23], [1.26, 1.54, -1.10], [1.49, 0.72, 0.03], [2.42, -0.26, -0.34], [1.12, 0.91, 1.05], [2.78, -0.06, -1.70], [2.06, 1.06, -2.17], [2.17, 1.54, -3.14], [0.64, 2.43, -1.09], [2.89, -0.96, 0.34], [3.57, -0.57, -2.25], [-2.02, 0.70, -0.74], [-2.13, 0.80, -2.15], [-2.60, -0.44, -2.65], [-1.99, 1.72, -2.70], [-2.70, -1.34, -1.55], [-2.37, -0.62, -0.37], [-2.54, -0.97, 0.65], [-1.81, 1.51, -0.04], [-2.96, -0.62, -3.66], [-3.09, -2.35, -1.59], [1.53, -5.51, 0.49], [1.60, -4.33, -0.37], [3.07, -3.90, -0.49], [1.03, -3.46, 0.09], [1.17, -4.58, -1.36], [3.54, -4.23, 0.95], [3.10, -2.82, -0.73], [3.63, -4.44, -1.28], [2.59, -5.34, 1.49], [3.34, -3.29, 1.50], [4.59, -4.54, 1.04], [2.17, -5.03, 2.47], [3.06, -6.33, 1.64], [-3.64, 2.99, 2.88], [-1.88, 3.33, 3.43], [-1.89, 4.75, 4.69], [-1.15, 1.80, 4.24], [-0.56, 3.82, 1.58], [-1.71, 5.40, 0.31], [-2.36, 6.81, 1.39], [-0.50, 6.09, -0.95], [-3.15, 4.55, -0.56], [1.38, 4.83, 2.36], [1.05, 6.58, 2.99], [2.10, 3.83, 3.78], [2.57, 4.87, 0.90], [-4.25, 2.79, 3.78], [-3.69, 2.09, 2.24], [-4.09, 3.82, 2.33], [-2.45, 4.40, 5.56], [-0.88, 5.03, 5.02], [-2.38, 5.65, 4.30], [-1.46, 0.89, 3.70], [-0.05, 1.80, 4.28], [-1.54, 1.73, 5.27], [-1.55, 7.43, 1.79], [-2.99, 7.44, 0.75], [-2.97, 6.46, 2.23], [-0.12, 5.30, -1.63], [-1.03, 6.84, -1.56], [0.37, 6.58, -0.49], [-2.81, 3.69, -1.16], [-3.91, 4.19, 0.14], [-3.61, 5.27, -1.24], [0.22, 6.63, 3.71], [1.96, 6.94, 3.49], [0.83, 7.28, 2.16], [2.64, 2.95, 3.41], [2.82, 4.46, 4.33], [1.34, 3.49, 4.50], [2.71, 3.87, 0.46], [2.24, 5.55, 0.11], [3.55, 5.22, 1.27]], "lowdin_charge": [-0.113, -0.146, -0.086, 0.123, 0.113, -0.592, 0.114, 0.115, -0.031, 0.091, 0.096, 0.089, -0.022, 0.088, 0.087, 0.094, 1.427, -0.194, -0.169, -0.252, 0.077, -0.305, -0.229, 0.077, 0.064, 0.063, 0.065, -0.164, -0.201, -0.295, 0.086, -0.320, -0.194, 0.088, 0.047, 0.071, 0.065, -0.164, -0.220, -0.163, 0.127, 0.079, -0.148, 0.074, 0.113, -0.167, 0.108, 0.109, 0.118, 0.113, -0.241, 0.235, -0.246, -0.254, 0.354, 0.249, -0.241, -0.247, -0.232, 0.250, -0.249, -0.240, -0.241, 0.015, 0.021, 0.005, 0.007, 0.009, 0.008, 0.019, 0.003, 0.015, 0.009, 0.009, 0.005, 0.022, 0.014, 0.004, 0.006, 0.008, 0.014, 0.009, 0.010, 0.012, 0.024, 0.014, 0.000, 0.016, 0.004, 0.013]}

{"formula": "C28H56F12Li2O21P2", "method": "ωB97M-V/def2-TZVPD", "e_lumo_ev": 0.0, "species": ["Li", "Li", "P", "F", "F", "F", "F", "F", "F", "P", "F", "F", "F", "F", "F", "F", "C", "C", "O", "C", "O", "O", "C", "H", "H", "H", "H", "H", "H", "H", "H", "C", "C", "O", "C", "O", "O", "C", "H", "H", "H", "H", "H", "H", "H", "H", "C", "C", "O", "C", "O", "O", "C", "H", "H", "H", "H", "H", "H", "H", "H", "C", "C", "O", "C", "O", "O", "C", "H", "H", "H", "H", "H", "H", "H", "H", "C", "C", "O", "C", "O", "O", "C", "H", "H", "H", "H", "H", "H", "H", "H", "C", "C", "O", "C", "O", "O", "C", "H", "H", "H", "H", "H", "H", "H", "H", "C", "C", "O", "C", "O", "O", "C", "H", "H", "H", "H", "H", "H", "H", "H"], "coordinates": [[-2.79, -1.47, 0.68], [3.37, 1.20, -1.78], [0.31, -0.49, -0.67], [0.49, -1.74, -1.69], [1.57, -1.21, 0.09], [1.37, 0.46, -1.50], [0.19, 0.78, 0.42], [-0.89, 0.02, -1.66], [-0.77, -1.45, 0.22], [3.83, 2.34, -4.43], [3.14, 3.74, -4.07], [4.93, 2.50, -3.22], [2.69, 1.47, -3.52], [4.64, 1.03, -4.78], [2.91, 2.35, -5.81], [4.93, 3.21, -5.25], [-3.87, -2.17, -3.92], [-4.32, -0.94, -3.12], [-5.41, -1.25, -2.31], [-5.30, -1.79, -1.04], [-4.25, -1.97, -0.40], [-6.58, -2.04, -0.68], [-6.88, -2.55, 0.60], [-3.05, -1.82, -4.54], [-4.77, -2.51, -4.43], [-3.45, -2.89, -3.22], [-4.58, -0.16, -3.83], [-3.43, -0.66, -2.57], [-7.17, -1.62, 1.07], [-6.10, -2.97, 1.24], [-7.74, -3.20, 0.43], [7.85, 3.73, -0.46], [7.21, 2.39, -0.10], [6.14, 2.59, 0.82], [5.05, 1.89, 0.76], [4.81, 1.13, -0.16], [4.33, 2.17, 1.84], [3.00, 1.54, 1.87], [8.86, 3.53, -0.81], [7.98, 4.45, 0.35], [7.34, 4.19, -1.30], [7.95, 1.75, 0.37], [6.90, 1.90, -1.03], [2.37, 1.89, 2.69], [3.12, 0.46, 1.97], [2.50, 1.67, 0.92], [-4.91, -5.88, 3.10], [-4.15, -4.96, 2.16], [-2.80, -5.36, 2.16], [-1.91, -4.59, 1.44], [-2.20, -3.58, 0.81], [-0.74, -5.12, 1.59], [0.49, -4.53, 1.14], [-4.62, -5.90, 4.15], [-4.99, -6.87, 2.64], [-5.96, -5.58, 3.16], [-4.36, -3.93, 2.47], [-4.54, -5.11, 1.16], [0.94, -4.01, 1.99], [0.42, -3.87, 0.27], [1.11, -5.38, 0.85], [-0.82, 4.58, -1.24], [0.47, 3.92, -0.82], [1.53, 4.83, -1.12], [2.80, 4.37, -1.04], [3.13, 3.17, -1.00], [3.64, 5.40, -1.14], [5.07, 5.35, -0.98], [-1.65, 4.11, -0.71], [-0.87, 4.43, -2.32], [-0.78, 5.67, -1.13], [0.61, 3.02, -1.42], [0.50, 3.58, 0.21], [5.47, 6.36, -1.00], [5.49, 4.95, -1.91], [5.45, 4.66, -0.23], [-2.37, -1.97, 7.15], [-3.46, -1.40, 6.17], [-3.38, -1.88, 4.87], [-2.65, -1.38, 3.89], [-3.03, -1.35, 2.68], [-1.49, -0.93, 4.37], [-0.42, -0.37, 3.58], [-2.29, -1.44, 8.09], [-1.40, -1.99, 6.64], [-2.45, -3.05, 7.30], [-3.38, -0.32, 6.05], [-4.51, -1.52, 6.43], [0.01, -1.12, 2.91], [0.37, -0.11, 4.28], [-0.67, 0.48, 2.95], [-2.79, 2.45, 3.01], [-2.43, 3.10, 1.70], [-3.40, 2.79, 0.69], [-3.50, 1.52, 0.16], [-3.12, 0.50, 0.79], [-4.41, 1.54, -0.86], [-4.88, 2.69, -1.45], [-2.41, 1.45, 3.20], [-3.82, 2.58, 3.33], [-2.26, 2.99, 3.79], [-1.49, 2.78, 1.26], [-2.40, 4.18, 1.81], [-5.09, 2.44, -2.49], [-4.20, 3.53, -1.55], [-5.73, 2.92, -0.80], [2.33, -2.59, -5.61], [2.45, -1.71, -4.36], [3.00, -2.52, -3.33], [3.73, -1.93, -2.31], [3.69, -0.69, -2.06], [4.31, -2.82, -1.65], [5.20, -2.49, -0.54], [2.04, -2.01, -6.49], [1.71, -3.49, -5.54], [3.34, -2.85, -5.92], [1.53, -1.19, -4.12], [3.19, -0.95, -4.64], [5.92, -3.28, -0.34], [4.63, -2.22, 0.35], [5.75, -1.56, -0.70]], "lowdin_charge": [0.634, 0.640, 0.335, -0.148, -0.163, -0.199, -0.178, -0.150, -0.232, 0.216, -0.132, -0.189, -0.227, -0.130, -0.176, -0.183, -0.045, -0.251, 0.022, -0.446, 0.030, 0.007, -0.022, 0.086, 0.082, 0.079, 0.127, 0.110, 0.103, 0.081, 0.104, -0.062, -0.176, 0.039, -0.618, 0.060, 0.023, -0.005, 0.080, 0.088, 0.059, 0.125, 0.127, 0.093, 0.091, 0.059, -0.061, -0.242, 0.034, -0.548, 0.068, 0.030, 0.009, 0.081, 0.080, 0.071, 0.107, 0.127, 0.099, 0.087, 0.098, -0.037, -0.220, 0.044, -0.491, 0.036, 0.028, -0.008, 0.052, 0.089, 0.087, 0.117, 0.112, 0.106, 0.087, 0.075, -0.033, -0.199, 0.029, -0.492, 0.018, -0.006, 0.002, 0.077, 0.064, 0.072, 0.122, 0.126, 0.095, 0.102, 0.075, -0.057, -0.190, -0.016, -0.408, 0.020, -0.011, -0.056, 0.043, 0.097, 0.083, 0.107, 0.132, 0.102, 0.097, 0.111, -0.062, -0.218, 0.025, -0.533, -0.014, 0.066, 0.013, 0.076, 0.074, 0.074, 0.121, 0.105, 0.097, 0.095, 0.089]}